No. 1
# C5H22N2O6

A 6-piece molecular cluster, C5H22N2O6 overall (ωB97M-V with the def2-TZVPD basis set, the OMol25 dataset).

Geometry as XYZ:
```
35
Properties=species:S:1:pos:R:3:forces:R:3
C -2.645 -1.308 0.856 -1.1071 2.5007 0.3361
C -1.533 -0.258 0.547 -1.0176 -0.7613 -2.0378
N -0.427 -0.325 1.441 0.8898 0.1008 0.0145
C -1.078 -0.542 -0.952 0.7197 -0.5227 1.8512
N 0.189 0.099 -1.246 0.9197 0.2934 -1.5293
C 1.268 -0.818 -1.607 -0.0948 -0.1840 2.4263
C 2.550 -0.018 -1.479 0.1731 -0.3199 -0.3232
O 3.591 -0.524 -1.136 0.0310 0.1347 -0.0588
H -3.094 -0.898 1.766 0.5031 -1.0209 0.8821
H -2.275 -2.326 0.858 -0.1080 -0.0344 0.2791
H -3.588 -1.178 0.291 0.8066 -0.3829 -0.8658
H -1.877 0.770 0.619 -0.6471 0.0004 -0.0147
H -0.661 -0.145 2.408 -0.0715 -0.2351 -0.0280
H 0.054 -1.204 1.346 0.0456 -0.0032 0.4445
H -1.861 -0.311 -1.684 0.0977 -0.2304 0.2860
H -0.854 -1.622 -0.862 -0.5722 0.2752 -0.7365
H 0.166 0.718 -2.053 -0.8927 0.3136 0.4231
H 1.423 -1.479 -0.711 -0.3344 -0.0758 -1.0213
H 1.082 -1.440 -2.492 0.4375 0.1625 -0.0732
H 2.459 1.074 -1.565 -0.0473 0.1443 -0.1959
O -1.198 3.176 0.439 0.5379 -0.2850 -0.9431
H -1.630 2.821 1.208 0.0390 -0.2106 0.5100
H -0.488 2.540 0.179 -0.3383 0.7042 0.8116
O 1.568 2.477 1.233 -2.8058 -0.2661 0.1354
H 1.565 1.594 1.624 0.7702 -0.0236 -0.2097
H 2.392 2.854 1.052 2.0238 0.2044 -0.0567
O -0.057 -3.467 0.262 -0.4541 -0.2220 0.0446
H 0.480 -2.833 0.740 0.3520 -0.2467 0.0120
H 0.514 -3.915 -0.366 0.2258 0.0178 0.0164
O -1.625 2.136 -2.083 0.0268 -0.5301 -1.6538
H -1.435 3.074 -2.114 -0.1582 0.0880 0.6181
H -1.787 1.849 -1.191 -0.1164 0.6679 0.5846
O 2.692 -0.173 1.909 0.4865 -0.0532 -0.5819
H 2.590 -0.649 1.074 -0.4405 -0.1881 0.1262
H 3.533 0.249 1.688 0.1204 0.1881 0.5277
```
Positions in Å, forces in eV/Å.

The gap between HOMO and LUMO is 9.5 eV. As for the multiplicity: 1. As for the total charge: 0. As for the total energy: -764.5851 Eh. Its LUMO energy is 0.013 Ha. The energy above the lowest of the compared OMol25 structures with the same formula, charge and spin is 88.8 kcal per mole. The SMILES is C[C@@H](N)CNCC=O.O.O.O.O.O.

***

No. 2
# C6H5BrClN3O

One molecule with the formula C6H5BrClN3O (ωB97M-V with the def2-TZVPD basis set, the OMol25 dataset).

Geometry as XYZ:
```
17
Properties=species:S:1:pos:R:3:forces:R:3
O -0.110 1.215 -2.468 -0.2047 -0.3635 0.7195
C 0.276 0.946 -1.151 -1.3001 -0.0743 -0.0477
C 1.099 1.769 -0.393 0.7160 -0.3783 1.3055
Cl 2.016 3.048 -1.161 -0.5129 -0.3000 0.2721
C 1.318 1.480 0.990 -0.5918 -1.2844 -0.4208
C 0.728 0.335 1.634 -0.2034 1.0380 -1.0693
C -0.112 -0.478 0.854 1.6453 1.5138 -0.1522
C -0.297 -0.147 -0.492 0.5893 -0.2022 0.7901
N -1.099 -1.113 -1.032 -1.4884 -0.1493 -2.0120
N -1.372 -2.142 -0.065 0.4516 -0.2635 -0.2873
N -0.849 -1.612 1.152 -1.4180 -0.2610 0.7264
Br -0.110 -2.913 2.383 0.3066 0.1762 -0.5800
H -1.084 1.068 -2.531 0.9944 0.1470 0.1179
H 2.005 2.096 1.560 -0.1561 -0.0028 -0.1799
H 0.886 0.141 2.694 0.1135 0.0331 -0.3384
H -0.905 -1.360 -2.018 0.0549 -0.5592 1.1818
H -2.391 -2.331 0.044 1.0038 0.9304 -0.0257
```
Positions in Å, forces in eV/Å.

The gap between HOMO and LUMO is 7.1 eV. As for the multiplicity: 1. As for the total charge: 0. As for the total energy: -3505.2410 Eh. Its LUMO energy is -0.012 Ha. The SMILES is Oc1c(Cl)ccc2c1NNN2Br.

***

No. 3
# C3H3NS

One molecule with the formula C3H3NS (ωB97M-V with the def2-TZVPD basis set, the OMol25 dataset).

Geometry as XYZ:
```
8
Properties=species:S:1:pos:R:3:forces:R:3
C -0.015 -1.681 1.467 -0.7862 -0.2218 0.5264
C -0.544 0.792 -0.451 1.7195 -1.3103 0.3575
C 1.034 -1.265 0.679 0.4037 1.6546 -1.6413
N -0.913 -2.009 2.113 -0.1657 0.0055 0.0702
S 0.925 0.022 -0.416 -1.2574 -0.2668 0.7982
H -0.631 1.587 -1.160 0.0739 0.2260 -0.2022
H -1.360 0.490 0.176 -0.1979 -0.0809 0.1609
H 1.988 -1.752 0.703 0.2101 -0.0063 -0.0697
```
Positions in Å, forces in eV/Å.

The gap between HOMO and LUMO (spin up / spin down) is 7.6 / 7.6 eV. As for the multiplicity: 1. As for the total charge: 0. As for the total energy: -568.9641 Eh. Its LUMO energy (spin up / spin down) is -0.033 / -0.033 Ha. The energy above the lowest of the compared OMol25 structures with the same formula, charge and spin is 33.6 kcal per mole.

***

No. 4
# CH2INS

A 2-piece molecular cluster, CH2INS overall (ωB97M-V with the def2-TZVPD basis set, the OMol25 dataset).

Geometry as XYZ:
```
6
Properties=species:S:1:pos:R:3:forces:R:3
C -0.779 -0.656 0.036 -2.6998 3.6142 -0.4863
N -1.536 0.263 -0.029 3.4101 -4.4996 0.0332
S -2.570 1.312 -0.418 -1.8600 2.2716 -0.4537
H -0.305 -1.368 0.599 1.0411 -1.3937 0.9241
I 2.775 -0.601 -0.284 -0.2798 1.8800 0.4157
H 2.415 1.049 0.096 0.3884 -1.8725 -0.4330
```
Positions in Å, forces in eV/Å.

The gap between HOMO and LUMO is 8.6 eV. As for the multiplicity: 1. As for the total charge: 0. As for the total energy: -789.8439 Eh. Its LUMO energy is -0.003 Ha. The energy above the lowest of the compared OMol25 structures with the same formula, charge and spin is 47.1 kcal per mole. The SMILES is C#[N+][S-].I.